8 unconnected molecules or ions with the total composition C24H52FN12O10. Source: OMol25; level of theory: ωB97M-V with the def2-TZVPD basis set.

Calculated values
Net charge ... +1
Lowest unoccupied orbital energy ... -3.39 eV
Spin multiplicity ... 1
HOMO-LUMO gap ... 0.28329 Ha
Electronic energy ... -66802.2581 eV

Element x y z (Å)
C: -4.687 1.731 2.383
C: -3.885 0.544 2.760
O: -4.033 -0.559 2.367
O: -2.880 0.861 3.716
C: -1.775 0.084 3.731
O: -1.755 -1.050 4.083
C: -0.456 0.739 3.349
C: -0.478 1.576 2.124
N: -1.478 2.347 1.707
N: -1.108 2.899 0.570
N: 0.084 2.488 0.288
C: 0.804 2.884 -0.919
C: 0.336 2.080 -2.152
F: -0.877 1.460 -1.869
N: 0.521 1.655 1.241
C: 1.834 1.002 1.269
C: 1.908 -0.334 0.505
C: 0.561 -0.982 0.194
N: 0.787 -2.399 -0.085
H: -4.210 2.663 2.650
H: -4.939 1.669 1.331
H: -5.632 1.653 2.918
H: 0.229 -0.088 3.198
H: -0.070 1.304 4.198
H: 1.851 2.658 -0.746
H: 0.720 3.958 -1.023
H: 1.059 1.311 -2.401
H: 0.175 2.742 -2.996
H: 2.544 1.717 0.865
H: 2.108 0.884 2.311
H: 2.510 -1.005 1.111
H: 2.460 -0.167 -0.415
H: -0.104 -0.867 1.058
H: 0.120 -0.522 -0.685
H: -0.088 -2.904 -0.089
H: 1.365 -2.796 0.645
O: 1.946 -0.066 -3.677
C: 2.079 -1.138 -4.267
N: 2.598 -1.208 -5.503
C: 1.662 -2.447 -3.649
H: 2.711 -2.076 -6.009
H: 2.882 -0.350 -5.945
H: 0.600 -2.406 -3.417
H: 2.207 -2.591 -2.720
H: 1.848 -3.292 -4.312
O: -6.978 1.855 0.188
C: -8.081 1.392 -0.048
N: -8.964 1.114 0.942
C: -8.544 1.096 -1.454
H: -9.875 0.734 0.767
H: -8.690 1.304 1.890
H: -7.859 0.381 -1.905
H: -8.518 2.017 -2.033
H: -9.552 0.687 -1.487
O: -2.208 0.044 9.434
C: -2.463 0.653 8.419
N: -2.315 0.084 7.186
C: -2.961 2.081 8.429
H: -2.531 0.568 6.337
H: -1.998 -0.870 7.138
H: -2.222 2.706 8.927
H: -3.889 2.123 8.995
H: -3.141 2.473 7.428
O: 4.761 -1.183 -0.508
C: 4.885 -2.236 -1.118
N: 5.179 -2.243 -2.442
C: 4.725 -3.579 -0.460
H: 5.292 -3.089 -2.968
H: 5.295 -1.358 -2.908
H: 3.723 -3.645 -0.038
H: 5.457 -3.662 0.347
H: 4.866 -4.404 -1.157
O: -5.372 5.861 1.785
C: -4.815 5.517 0.763
N: -5.468 5.446 -0.426
C: -3.352 5.131 0.744
H: -5.027 5.153 -1.277
H: -6.443 5.688 -0.440
H: -3.209 4.296 1.422
H: -2.761 5.976 1.094
H: -3.009 4.843 -0.249
O: 2.602 -3.136 -7.656
C: 2.689 -3.650 -8.762
N: 2.881 -4.979 -8.911
C: 2.585 -2.841 -10.030
H: 2.953 -5.420 -9.808
H: 2.952 -5.544 -8.083
H: 3.369 -2.086 -10.030
H: 1.619 -2.340 -10.047
H: 2.682 -3.451 -10.925
O: 6.785 -3.867 1.955
C: 7.510 -3.063 2.515
N: 8.844 -3.269 2.633
C: 6.975 -1.783 3.110
H: 9.457 -2.621 3.090
H: 9.227 -4.115 2.247
H: 6.231 -2.033 3.863
H: 6.496 -1.209 2.318
H: 7.753 -1.175 3.570